## one
This record from OMol25 describes 2 unconnected molecules or ions with the total composition C8H12N4. The level of theory is ωB97M-V/def2-TZVPD.

For the HOMO-LUMO gap, the calculation gives 9.05 eV. Its SMILES is Cc1c[nH]cn1.Cc1c[nH]cn1. Its lowest unoccupied orbital energy is 0.6 eV.

```
! wB97M-V def2-TZVPD RIJCOSX def2/J DEFGRID3
* xyz 0 1
C -0.97873 1.24772 -2.86162
C -0.37442 2.12636 -0.52749
C -0.06739 1.63539 -1.74962
C 1.79399 1.87272 -0.73366
N 0.81967 2.20857 0.18336
N 1.31094 1.50077 -1.86794
H -1.30123 2.36084 -0.03679
H 1.01030 3.00323 0.79196
H -1.70146 2.01245 -3.14061
H -1.50520 0.32810 -2.61236
H 2.83186 1.90986 -0.43974
H -0.38852 0.99413 -3.74348
C -1.95418 -2.26700 1.72834
C -0.48035 -1.98299 1.54854
C 0.16465 -0.78471 1.69281
C 1.51832 -2.31121 0.86940
N 0.35031 -2.90974 0.99275
N 1.45943 -1.03736 1.29253
H -2.52996 -1.45083 1.29109
H -2.18554 -2.46855 2.77276
H -0.06363 0.20777 2.03080
H 2.32627 -2.75783 0.31505
H 2.12779 -0.30987 1.10674
H -2.18293 -3.12784 1.09719
*
```

## two
This record from OMol25 describes 4 unconnected molecules or ions with the total composition C8H12N4. The level of theory is ωB97M-V/def2-TZVPD.

For the HOMO-LUMO gap, the calculation gives 10.42 eV. Its SMILES is CC#N.CC#N.CC#N.CC#N. Its lowest unoccupied orbital energy is 0.0 eV.

```
! wB97M-V def2-TZVPD RIJCOSX def2/J DEFGRID3
* xyz 0 1
C 3.54550 4.22035 -1.40281
C 2.40244 3.35051 -1.27581
N 1.42176 2.64061 -1.23327
H 3.72487 4.93209 -0.59699
H 3.40036 4.76346 -2.33666
H 4.44897 3.61763 -1.49534
C -0.84881 -0.65929 3.06215
C -1.93513 -1.56060 3.36785
N -2.78044 -2.33671 3.74775
H -1.19364 0.13861 3.71984
H -0.98253 -0.46487 1.99800
H 0.07870 -1.09393 3.43487
C 0.06655 0.93667 -1.05033
C -0.68484 -0.13979 -0.36779
N -1.28521 -0.95679 0.17901
H 0.58541 1.58635 -0.34548
H -0.55243 1.49504 -1.75261
H 0.75854 0.42304 -1.71773
C -1.97337 -3.09725 -0.82210
C -0.99959 -4.17712 -1.31367
N -0.29239 -5.02134 -1.65925
H -1.69090 -2.41058 -0.02410
H -2.84847 -3.60579 -0.41753
H -2.36535 -2.58036 -1.69805
*
```

Which of them is most stable, and which least? Most stable: one; least stable: two.

## one
This record from OMol25 describes C11H18O in the gas phase. The level of theory is ωB97M-V/def2-TZVPD.

For the HOMO-LUMO gap, the calculation gives 9.69 eV. Its SMILES is CC1(C)[C@H]2CC[C@]1(C)[C@]1(CO1)C2. Its lowest unoccupied orbital energy is 0.9 eV.

```
! wB97M-V def2-TZVPD RIJCOSX def2/J DEFGRID3
* xyz 0 1
C -0.95905 0.37180 1.75990
C -1.03860 -1.03638 0.96801
C 1.34854 0.77860 1.07806
C 2.14267 -1.70892 0.85961
C -0.09121 1.20068 0.86908
C -0.31286 -0.73705 -0.35235
C 1.41082 -0.51247 0.36492
C -0.43764 0.76071 -0.64083
C -0.30447 -1.66423 -1.46690
C 0.52131 1.42474 -1.64187
C -1.88974 1.09529 -1.00424
O 2.51969 -1.03308 -0.28856
H -1.87395 0.81757 1.97147
H -0.43225 0.25957 2.75409
H -0.54460 -1.83076 1.56181
H -2.06121 -1.22569 0.63253
H 2.03371 1.62295 0.77604
H 1.47221 0.62649 2.10415
H 2.91207 -1.45958 1.58495
H 1.62449 -2.71793 0.98962
H -0.36987 2.25715 1.09250
H -0.35732 -2.66950 -1.22838
H 0.58433 -1.37488 -2.07408
H -1.24132 -1.56718 -2.11237
H 0.25338 1.03005 -2.63081
H 1.54167 1.18873 -1.30712
H 0.27459 2.53376 -1.64799
H -2.00155 1.98065 -1.63054
H -2.38475 1.46846 -0.11790
H -2.33910 0.12043 -1.22284
*
```

## two
This record from OMol25 describes 2 unconnected molecules or ions with the total composition C11H18O. The level of theory is ωB97M-V/def2-TZVPD.

For the HOMO-LUMO gap, the calculation gives 9.28 eV. Its SMILES is Cc1ccc(O)cc1.CC(C)C. Its lowest unoccupied orbital energy is 0.9 eV.

```
! wB97M-V def2-TZVPD RIJCOSX def2/J DEFGRID3
* xyz 0 1
C -0.50520 -2.36749 0.13180
C -1.29331 -3.63473 0.53602
C -1.04249 -1.88440 -1.21752
C -0.65693 -1.28075 1.19766
H 0.52624 -2.71293 0.05224
H -1.25563 -3.78057 1.62522
H -2.03796 -1.46214 -1.07414
H -0.40265 -1.13512 -1.67035
H -1.07239 -2.75491 -1.87725
H -0.05000 -0.44224 0.84681
H -1.70676 -1.10235 1.44592
H -0.79162 -4.47305 0.06457
H -2.35689 -3.59517 0.32017
H -0.18443 -1.52562 2.15422
C 2.53561 0.49512 -0.97298
C 1.52286 1.47645 -0.45668
C 0.28226 1.54594 -1.08858
C 1.76037 2.26143 0.67415
C -0.70824 2.39477 -0.60467
C 0.83230 3.20264 1.06996
C -0.43081 3.18778 0.49072
O -1.36095 4.04024 1.04051
H 2.10813 -0.28904 -1.61148
H 3.03306 -0.06069 -0.17561
H 0.15534 1.01758 -2.02275
H 2.67960 2.03768 1.17888
H -1.69189 2.29384 -1.04832
H 1.03414 3.79203 1.95239
H -2.22509 3.84649 0.67014
H 3.30330 0.90925 -1.63106
*
```

Which of them is most stable, and which least? Most stable: two; least stable: one.

## one
This record from OMol25 describes 2 unconnected molecules or ions with the total composition C11H18O. The level of theory is ωB97M-V/def2-TZVPD.

For the HOMO-LUMO gap, the calculation gives 9.31 eV. Its SMILES is CCc1ccc(O)cc1.CCC. Its lowest unoccupied orbital energy is 0.8 eV.

```
! wB97M-V def2-TZVPD RIJCOSX def2/J DEFGRID3
* xyz 0 1
C 0.32324 2.30598 -0.79265
C -0.92638 2.88334 -0.04103
C 1.01707 1.13101 -0.13884
C 1.71296 1.30463 1.05572
C 0.87023 -0.13680 -0.64064
C 2.27788 0.13680 1.58436
C 1.39316 -1.27537 -0.04146
C 2.06226 -1.16789 1.16637
O 2.31598 -2.26894 1.92311
H -0.01390 2.12420 -1.84876
H 1.17732 2.96589 -1.01023
H -1.00392 3.93755 -0.12047
H 1.72391 2.23416 1.58631
H 0.33014 -0.41559 -1.57629
H 2.92468 0.31442 2.43921
H 1.22349 -2.19684 -0.55464
H 3.00328 -1.99130 2.58523
H -0.89830 2.37851 0.95010
H -1.74375 2.35925 -0.46438
C -2.58418 -0.60946 -1.14374
C -3.70583 -0.65494 -0.07250
C -2.60700 -1.53336 -2.28181
H -1.75368 -0.71952 -0.41024
H -2.62213 0.36274 -1.61226
H -4.60979 -1.30493 -0.37749
H -3.27682 -1.25066 0.77576
H -2.66383 -2.55438 -2.05517
H -1.59488 -1.28155 -2.83404
H -3.77477 0.35032 0.36159
H -3.29846 -1.20884 -3.07982
*
```

## two
This record from OMol25 describes 2 unconnected molecules or ions with the total composition C11H18O. The level of theory is ωB97M-V/def2-TZVPD.

For the HOMO-LUMO gap, the calculation gives 9.18 eV. Its SMILES is Cc1ccc(O)cc1.CC(C)C. Its lowest unoccupied orbital energy is 0.8 eV.

```
! wB97M-V def2-TZVPD RIJCOSX def2/J DEFGRID3
* xyz 0 1
C 3.21481 -0.69863 0.97628
C 1.86184 -0.83502 1.71032
C 3.47569 -1.97375 0.18607
C 3.21799 0.54118 0.04647
H 4.02706 -0.63462 1.69773
H 1.08934 -0.15827 1.33688
H 2.63360 -2.20247 -0.47371
H 4.34920 -1.92116 -0.47717
H 3.64867 -2.83932 0.83434
H 3.69296 1.38291 0.52196
H 3.81926 0.31763 -0.84424
H 1.90685 -0.75251 2.79705
H 1.44002 -1.83350 1.54792
H 2.20647 0.70679 -0.31847
C -1.51676 2.42098 -2.03141
C -2.16907 1.31928 -1.27362
C -1.93514 -0.02150 -1.46340
C -3.00680 1.64194 -0.19447
C -2.44301 -1.01918 -0.63883
C -3.47509 0.69159 0.67611
C -3.24672 -0.66088 0.42043
O -3.69560 -1.63449 1.25523
H -2.11050 3.29254 -2.32444
H -1.04213 2.05251 -2.93651
H -1.33057 -0.34482 -2.29381
H -3.26555 2.68343 -0.01752
H -2.14018 -2.04963 -0.72939
H -4.13155 0.93135 1.50698
H -4.32742 -1.29753 1.91918
H -0.74766 2.89514 -1.41597
*
```

Which of them is most stable, and which least? Most stable: two; least stable: one.

## one
This record from OMol25 describes 2 unconnected molecules or ions with the total composition C3H8OS2. The level of theory is ωB97M-V/def2-TZVPD.

For the HOMO-LUMO gap, the calculation gives 9.89 eV. Its SMILES is CSSC.C=O. Its lowest unoccupied orbital energy is 0.7 eV.

```
! wB97M-V def2-TZVPD RIJCOSX def2/J DEFGRID3
* xyz 0 1
O -0.97529 0.79853 2.34354
C -0.60826 -0.35698 2.35123
H -1.13689 -1.14239 1.76036
H 0.27441 -0.68620 2.94952
S 1.04945 -0.30384 0.34366
S -0.58370 -1.14437 -0.54012
C 0.65486 1.45725 0.27553
C -0.16375 -1.03943 -2.29351
H 1.47664 1.99929 0.77302
H -0.28587 1.68031 0.80643
H 0.56897 1.82329 -0.76141
H -0.05869 0.00470 -2.63314
H 0.77270 -1.57787 -2.51656
H -0.98458 -1.51228 -2.85855
*
```

## two
This record from OMol25 describes 2 unconnected molecules or ions with the total composition C3H8OS2. The level of theory is ωB97M-V/def2-TZVPD.

For the HOMO-LUMO gap, the calculation gives 8.64 eV. Its SMILES is C=CO.CSS. Its lowest unoccupied orbital energy is 0.6 eV.

```
! wB97M-V def2-TZVPD RIJCOSX def2/J DEFGRID3
* xyz 0 1
C 1.90021 0.65598 0.99242
S 2.04053 1.09183 -0.85638
S 2.42892 -0.77412 -1.65220
H 2.49660 1.45481 1.50051
H 0.87082 0.68934 1.34769
H 2.30036 -0.35180 1.29461
H 2.71279 -0.40378 -3.01034
C -2.58170 -0.92833 -0.36520
C -1.62676 -0.03287 -0.03875
O -1.54005 0.53475 1.21478
H -2.32913 -1.55710 -1.23919
H -3.54088 -1.10416 0.00837
H -0.70352 0.03637 -0.74065
H -2.42818 0.68908 1.54432
*
```

Which of them is most stable, and which least? Most stable: one; least stable: two.